P) 2 unconnected molecules or ions with the total composition C3H11NO. Source: OMol25; level of theory: the ωB97M-V functional and the def2-TZVPD basis.

Each atom is followed by the atoms it is bonded to, with distances in Å.
Cartesian coordinates (Å):
1 C -1.13068 0.86828 0.96064  N2 1.457, H4 1.093, H5 1.103, H6 1.091
2 N -1.36397 -0.24993 0.05695  C1 1.457, C3 1.483, H7 1.011
3 C -0.99113 0.14835 -1.32251  N2 1.483, H8 1.082, H9 1.090, H10 1.094
4 H -1.61041 0.64440 1.91630  C1 1.093
5 H -1.53739 1.85876 0.69407  C1 1.103
6 H -0.05845 1.03330 1.07341  C1 1.091
7 H -2.35312 -0.45670 0.06231  N2 1.011
8 H 0.04327 0.46356 -1.30114  C3 1.082
9 H -1.06550 -0.69992 -2.00264  C3 1.090
10 H -1.66367 0.92417 -1.70119  C3 1.094
11 C 2.28885 -0.61698 0.23237  O12 1.430, H13 1.089, H14 1.087, H15 1.104
12 O 1.28131 -1.58458 -0.07114  C11 1.430, H16 0.972
13 H 2.12608 0.35419 -0.23342  C11 1.089
14 H 3.27404 -1.02965 0.02902  C11 1.087
15 H 2.29821 -0.46034 1.32517  C11 1.104
16 H 0.46257 -1.19692 0.28178  O12 0.972

Summary:
Gap between HOMO and LUMO   10.49 eV
HOMO level   -9.5 eV
Total charge   0
Lowest unoccupied orbital energy   0.997 eV

natural (NBO) population analysis, charges in e, atoms 1 to 6:
1 C -0.424
2 N -0.633
3 C -0.422
4 H 0.203
5 H 0.168
6 H 0.188


Q) 2 unconnected molecules or ions with the total composition C3H11NO. Source: OMol25; level of theory: the ωB97M-V functional and the def2-TZVPD basis.

Each atom is followed by the atoms it is bonded to, with distances in Å.
Cartesian coordinates (Å):
1 C -0.48751 2.26265 0.46739  C2 1.521, H4 1.073, H5 1.137, H6 1.093
2 C -0.18292 1.57361 -0.85344  C1 1.521, N3 1.469, H7 1.152, H8 1.064
3 N 0.59735 0.32949 -0.87631  C2 1.469, H9 1.045, H10 1.008
4 H -1.41102 1.89786 0.87440  C1 1.073
5 H -0.57661 3.38063 0.28097  C1 1.137
6 H 0.35014 2.08847 1.14789  C1 1.093
7 H 0.45651 2.31509 -1.45977  C2 1.152
8 H -1.09689 1.43194 -1.38038  C2 1.064
9 H 1.17756 0.23481 -1.73981  N3 1.045
10 H 1.27319 -0.03289 -0.22174  N3 1.008
11 C -0.16754 -2.92956 0.60220  O12 1.431, H13 1.153, H14 1.072, H15 1.054
12 O 0.93380 -2.02308 0.71919  C11 1.431, H16 0.940
13 H -1.17524 -2.37449 0.52942  C11 1.153
14 H -0.08408 -3.41023 1.55700  C11 1.072
15 H -0.11663 -3.55138 -0.24685  C11 1.054
16 H 0.50990 -1.19290 0.59984  O12 0.940

Summary:
Gap between HOMO and LUMO   10.02 eV
HOMO level   -9.1 eV
Total charge   0
Lowest unoccupied orbital energy   0.963 eV

natural (NBO) population analysis, charges in e, atoms 1 to 6:
1 C -0.619
2 C -0.201
3 N -0.894
4 H 0.207
5 H 0.219
6 H 0.209


Energies relative to the minimum, hartree: P) 0.0000; Q) 0.0256


P) 2 unconnected molecules or ions with the total composition C3H11NO. Source: OMol25; level of theory: the ωB97M-V functional and the def2-TZVPD basis.

Each atom is followed by the atoms it is bonded to, with distances in Å.
Cartesian coordinates (Å):
1 C -1.30874 0.05080 1.29377  C2 1.538, H5 1.082, H6 1.088, H7 1.088
2 C -1.16646 -0.91109 0.10181  C1 1.538, O3 1.400, H8 1.102, H9 1.094
3 O -0.30411 -0.52020 -0.92989  C2 1.400, C4 1.404
4 C -0.15694 0.84318 -1.23288  O3 1.404, H10 1.087, H11 1.097, H12 1.086
5 H -1.42019 -0.50619 2.21410  C1 1.082
6 H -0.40353 0.64867 1.37158  C1 1.088
7 H -2.13164 0.75446 1.18847  C1 1.088
8 H -2.14466 -1.16831 -0.33592  C2 1.102
9 H -0.77743 -1.85729 0.49017  C2 1.094
10 H 0.25197 1.38844 -0.38554  C4 1.087
11 H -1.11811 1.27402 -1.53769  C4 1.097
12 H 0.47763 0.89319 -2.11217  C4 1.086
13 N 2.47881 -0.16289 0.26913  H14 1.019, H15 1.019, H16 1.015
14 H 3.43266 -0.47393 0.09350  N13 1.019
15 H 2.41392 0.62912 -0.36839  N13 1.019
16 H 1.87681 -0.88196 -0.12005  N13 1.015

Summary:
Gap between HOMO and LUMO   10.69 eV
HOMO level   -9.7 eV
Total charge   0
Lowest unoccupied orbital energy   1.019 eV

natural (NBO) population analysis, charges in e, atoms 1 to 6:
1 C -0.653
2 C -0.055
3 O -0.553
4 C -0.255
5 H 0.220
6 H 0.220


Q) 2 unconnected molecules or ions with the total composition C3H11NO. Source: OMol25; level of theory: the ωB97M-V functional and the def2-TZVPD basis.

Each atom is followed by the atoms it is bonded to, with distances in Å.
Cartesian coordinates (Å):
1 C -1.97298 -0.39115 0.09362  C2 1.534, H5 1.086, H6 1.095, H7 1.087
2 C -0.52436 0.07661 -0.09226  C1 1.534, C3 1.528, H8 1.094, H9 1.094
3 C -0.25527 0.85414 -1.37949  C2 1.528, N4 1.459, H10 1.090, H11 1.089
4 N 1.11714 0.80850 -1.87378  C3 1.459, H12 1.014, H13 1.017
5 H -2.37402 -0.12188 1.06675  C1 1.086
6 H -2.09360 -1.47279 -0.02778  C1 1.095
7 H -2.62552 0.04870 -0.65694  C1 1.087
8 H -0.20190 0.65731 0.77711  C2 1.094
9 H 0.13857 -0.79321 -0.04920  C2 1.094
10 H -0.49591 1.90492 -1.21568  C3 1.090
11 H -0.91810 0.50006 -2.16729  C3 1.089
12 H 1.35504 -0.13233 -2.16800  N4 1.014
13 H 1.75106 1.02406 -1.10784  N4 1.017
14 O 1.35069 -1.00771 2.79366  H15 0.963, H16 0.960
15 H 2.26839 -0.83352 2.56068  O14 0.963
16 H 1.12385 -1.83568 2.36386  O14 0.960

Summary:
Gap between HOMO and LUMO   10.02 eV
HOMO level   -9.3 eV
Total charge   0
Lowest unoccupied orbital energy   0.766 eV

natural (NBO) population analysis, charges in e, atoms 1 to 6:
1 C -0.614
2 C -0.424
3 C -0.214
4 N -0.822
5 H 0.213
6 H 0.205


Energies relative to the minimum, hartree: P) 0.0184; Q) 0.0000


P) A single C4H6N2O molecule. Source: OMol25; level of theory: the ωB97M-V functional and the def2-TZVPD basis.

Each atom is followed by the atoms it is bonded to, with distances in Å.
Cartesian coordinates (Å):
1 C 0.42956 -1.16305 1.96365  N2 1.514, H8 1.056, H9 0.999, H10 1.074
2 N -0.58694 -0.23612 1.33224  C1 1.514, C3 1.246
3 C -0.28948 0.24640 0.22224  N2 1.246, C4 1.688, O6 1.302
4 C -1.64526 1.06451 -0.36292  C3 1.688, N5 1.141
5 N -2.46863 1.82548 -0.57332  C4 1.141
6 O 0.74153 0.20737 -0.57176  C3 1.302, C7 1.331
7 C 0.55860 0.46487 -1.86524  O6 1.331, H11 1.139, H12 1.064, H13 1.166
8 H 1.26837 -0.54089 2.12033  C1 1.056
9 H 0.59883 -2.01831 1.47600  C1 0.999
10 H -0.00072 -1.41664 2.91427  C1 1.074
11 H -0.46730 0.95033 -1.95673  C7 1.139
12 H 0.43026 -0.46536 -2.36554  C7 1.064
13 H 1.43116 1.08142 -2.33320  C7 1.166

Summary:
Gap between HOMO and LUMO   11.26 eV
HOMO level   -10.6 eV
Total charge   0
Lowest unoccupied orbital energy   0.684 eV

natural (NBO) population analysis, charges in e, atoms 1 to 6:
1 C -0.434
2 N -0.423
3 C 0.564
4 C 0.161
5 N -0.328
6 O -0.477


Q) A single C4H6N2O molecule. Source: OMol25; level of theory: the ωB97M-V functional and the def2-TZVPD basis.

Each atom is followed by the atoms it is bonded to, with distances in Å.
Cartesian coordinates (Å):
1 N -1.75896 0.60800 -0.11034  C2 1.425, H8 1.017, H9 1.016
2 C -0.37522 0.28322 -0.01125  N1 1.425, C3 1.340, C7 1.491
3 C 0.03166 -0.99155 0.05130  C2 1.340, O4 1.340, N5 1.408
4 O -0.68040 -2.12638 0.03774  C3 1.340, H10 0.976
5 N 1.43668 -1.03954 0.13707  C3 1.408, C6 1.339, H11 1.011
6 C 2.04808 0.15082 0.16760  N5 1.339, C7 1.510
7 C 0.87579 1.09373 0.03902  C2 1.491, C6 1.510, H12 1.102, H13 1.085
8 H -1.96677 1.12673 -0.95970  N1 1.017
9 H -2.06807 1.18155 0.66984  N1 1.016
10 H -1.60760 -1.82911 -0.02695  O4 0.976
11 H 1.93633 -1.91786 0.17861  N5 1.011
12 H 1.20167 1.54096 -0.91341  C7 1.102
13 H 0.92680 1.91943 0.74046  C7 1.085

Summary:
Gap between HOMO and LUMO   9.13 eV
HOMO level   -8.4 eV
Total charge   0
Lowest unoccupied orbital energy   0.720 eV

natural (NBO) population analysis, charges in e, atoms 1 to 6:
1 N -0.849
2 C -0.028
3 C 0.433
4 O -0.662
5 N -0.584
6 C 0.110


R) 2 unconnected molecules or ions with the total composition C4H6N2O. Source: OMol25; level of theory: the ωB97M-V functional and the def2-TZVPD basis.

Each atom is followed by the atoms it is bonded to, with distances in Å.
Cartesian coordinates (Å):
1 C 0.82822 -1.20619 0.13824  C2 1.403, H6 1.074, N11 1.406
2 C 1.81704 -0.26835 -0.19298  C1 1.403, C3 1.410, H7 1.143
3 C 1.24161 1.01101 -0.05329  C2 1.410, C4 1.513, H8 1.143, H9 1.143
4 C -0.23323 0.69756 0.06667  C3 1.513, N11 1.396, N12 1.234
5 H -2.07693 -0.05668 0.26924  no bonds
6 H 0.83250 -2.27675 0.05340  C1 1.074
7 H 2.91318 -0.39789 -0.49120  C2 1.143
8 H 1.20464 1.85077 -0.82745  C3 1.143
9 H 1.48495 1.53892 0.93056  C3 1.143
10 H -1.45720 2.34799 -0.27203  N12 1.121
11 N -0.40649 -0.62510 0.47780  C1 1.406, C4 1.396, O13 1.535
12 N -1.32331 1.27485 0.02473  C4 1.234, H10 1.121
13 O -1.58929 -1.11984 -0.36652  N11 1.535

Summary:
Gap between HOMO and LUMO   9.30 eV
HOMO level   -8.5 eV
Total charge   0
Lowest unoccupied orbital energy   0.780 eV

natural (NBO) population analysis, charges in e, atoms 1 to 6:
1 C 0.016
2 C -0.282
3 C -0.521
4 C 0.490
5 H 0.503
6 H 0.223


S) A single C4H6N2O molecule. Source: OMol25; level of theory: the ωB97M-V functional and the def2-TZVPD basis.

Each atom is followed by the atoms it is bonded to, with distances in Å.
Cartesian coordinates (Å):
1 O -1.08760 1.92414 -1.12243  C2 1.427, H8 0.932
2 C -0.91568 1.46081 0.21581  O1 1.427, C3 1.497, H9 1.191, H10 1.121
3 C -0.17907 0.16385 0.34284  C2 1.497, C4 1.357, N7 1.307
4 C 0.44070 -0.46592 -0.68644  C3 1.357, N5 1.365, H11 1.170
5 N 1.04743 -1.59838 -0.22433  C4 1.365, C6 1.371, H12 0.948
6 C 0.80440 -1.59976 1.12445  N5 1.371, N7 1.350, H13 1.052
7 N 0.15344 -0.46089 1.44213  C3 1.307, C6 1.350
8 H -0.38713 1.67079 -1.68191  O1 0.932
9 H -2.03259 1.38648 0.62385  C2 1.191
10 H -0.55478 2.36988 0.76343  C2 1.121
11 H 0.26449 -0.23663 -1.82013  C4 1.170
12 H 1.39290 -2.26825 -0.79955  N5 0.948
13 H 1.05349 -2.34612 1.82228  C6 1.052

Summary:
Gap between HOMO and LUMO   9.60 eV
HOMO level   -8.8 eV
Total charge   0
Lowest unoccupied orbital energy   0.768 eV

natural (NBO) population analysis, charges in e, atoms 1 to 6:
1 O -0.718
2 C -0.077
3 C 0.047
4 C -0.114
5 N -0.503
6 C 0.146


Energies relative to the minimum, hartree: P) 0.0660; Q) 0.0424; R) 0.1502; S) 0.0000